--- i ---
The following is a quantum chemistry calculation of a molecular structure, C16H27BF11NO16S3Zr, from OMol25.

Properties
E_LUMO ... -5.59 eV
Frontier orbital gap ... 0.170 hartree

Atoms and positions in Å:
Zr1 -6.4558 9.1758 -5.6326
N1 -5.3494 8.3875 -8.5021
S1 -5.8394 7.9368 -9.9772
O1 -5.7244 6.5051 -10.2409
O2 -5.7791 8.8629 -11.0894
F1 -7.4049 8.0771 -9.6256
S2 -3.7657 8.2503 -9.2400
O3 -3.2337 9.5268 -9.7280
O4 -3.1894 7.0036 -9.6074
F2 -3.1704 8.1285 -7.8449
B1 -8.9021 7.5850 -5.3968
H1 -9.7609 6.9345 -5.4555
H2 -8.4173 7.4946 -6.3566
H3 -9.1921 8.6162 -5.2671
H4 -8.2318 7.3211 -4.5935
O5 -6.7081 10.5566 -2.9255
C1 -5.9498 10.2992 -1.8195
C2 -4.6812 9.2753 -2.0688
O6 -4.6514 8.5737 -3.3226
H5 -6.6162 9.9570 -1.0276
H6 -5.6233 11.2227 -1.3414
H7 -4.7852 8.4596 -1.3534
H8 -3.6668 9.5957 -1.8314
C3 -11.4430 14.2905 -5.0778
C4 -10.4031 13.2995 -5.6450
O7 -10.2463 13.4735 -7.0691
C5 -9.4520 12.7074 -7.8343
O8 -8.7711 11.8670 -7.2862
C6 -9.6440 12.8402 -9.4042
F3 -10.5856 13.7796 -9.6944
F4 -8.5761 13.2120 -10.0879
F5 -10.0092 11.6852 -9.8894
H9 -12.4362 14.2350 -5.5235
H10 -11.0874 15.3207 -5.0590
H11 -11.6793 13.9965 -4.0552
H12 -10.9284 12.3594 -5.4765
H13 -9.4619 13.3622 -5.0988
C7 -1.0242 2.8450 -5.3627
C8 -2.3911 3.6247 -5.4546
O9 -3.5750 2.7480 -5.6487
C9 -4.7548 3.2546 -5.7680
O10 -5.0176 4.4228 -6.1340
C10 -5.9217 2.1454 -5.7550
F6 -6.2390 1.7481 -4.5386
F7 -7.0256 2.6777 -6.2910
F8 -5.5428 1.0891 -6.3657
H14 -0.2417 3.6038 -5.3673
H15 -0.7318 2.1837 -6.1784
H16 -0.9119 2.2608 -4.4494
H17 -2.4048 4.4094 -6.2110
H18 -2.5899 4.3147 -4.6346
C11 -14.1612 5.4955 -2.2989
C12 -14.3422 6.7343 -3.1402
O11 -15.0186 7.7681 -2.3915
C13 -14.8641 9.0569 -2.7139
O12 -14.0401 9.4761 -3.5302
C14 -16.0392 9.9481 -2.1038
F9 -15.5366 10.6665 -1.0672
F10 -16.4901 10.8183 -3.0111
F11 -17.0804 9.2556 -1.6677
H19 -13.2230 5.6611 -1.7693
H20 -14.0601 4.6016 -2.9144
H21 -14.8974 5.3447 -1.5093
H22 -14.9140 6.3123 -3.9667
H23 -13.3536 6.9445 -3.5482
C15 -9.0461 7.0065 1.6641
C16 -9.5989 6.2211 0.4464
O13 -10.1499 4.9724 0.8283
S3 -10.2838 4.8787 2.4823
O14 -9.2305 4.0735 3.0835
O15 -11.6467 4.5895 2.8844
O16 -9.8744 6.4496 2.7490
H24 -9.2433 8.0755 1.7450
H25 -7.9766 6.8289 1.7765
H26 -8.8174 6.0854 -0.3012
H27 -10.4850 6.7027 0.0328

--- ii ---
The following is a quantum chemistry calculation of a molecular structure, C16H27BF11NO16S3Zr, from OMol25.

Properties
E_LUMO ... -2.98 eV
Frontier orbital gap ... 0.103 hartree

Atoms and positions in Å:
Zr1 -1.6597 1.1070 0.2883
N1 -1.6490 3.0450 -0.4131
S1 -1.6411 4.5530 0.0165
O1 -2.8450 5.3497 -0.1187
O2 -0.3294 5.2070 -0.0077
F1 -1.8241 4.1063 1.5611
S2 -1.3807 3.5752 -2.1134
O3 -0.0169 3.5145 -2.5804
O4 -2.1892 4.6510 -2.6853
F2 -2.0264 2.1582 -2.6193
B1 -0.1900 0.0980 -1.0228
H1 0.0032 -0.0877 0.0224
H2 0.5171 -0.4185 -1.6533
H3 -1.2284 -0.1478 -1.1828
H4 -0.0709 1.1625 -1.1533
O5 -3.8331 0.6461 -0.4364
C1 -4.0560 -0.0969 -1.6531
C2 -5.5194 -0.4830 -2.1101
O6 -6.5399 0.4233 -1.6313
H5 -3.4570 -1.0048 -1.5816
H6 -3.5884 0.4991 -2.4369
H7 -5.9063 -1.4311 -1.7364
H8 -5.5666 -0.5461 -3.1972
C3 1.9674 4.9452 3.4534
C4 1.1811 3.7220 3.0649
O7 2.0769 3.3489 2.0119
C5 1.6826 2.4150 1.0504
O8 0.5911 1.9656 1.0685
C6 2.8219 2.1213 0.0428
F3 4.0245 2.3319 0.5664
F4 2.7318 0.8516 -0.3741
F5 2.6531 2.9502 -1.0437
H9 1.5019 5.1981 4.4060
H10 1.9285 5.8110 2.7922
H11 2.9987 4.6782 3.6841
H12 0.1777 3.9946 2.7377
H13 1.2493 2.9546 3.8360
C7 -4.0919 -3.4963 3.8730
C8 -3.3064 -2.5485 2.9225
O9 -2.4222 -3.0889 2.0032
C9 -1.9886 -2.3795 0.9395
O10 -2.0301 -1.1499 0.9171
C10 -1.2071 -3.2314 -0.0830
F6 -1.4945 -4.5354 -0.0126
F7 -1.6148 -2.7851 -1.2644
F8 0.0942 -2.9846 0.1216
H14 -4.6764 -4.1717 3.2481
H15 -4.6854 -3.0198 4.6532
H16 -3.3997 -4.1002 4.4597
H17 -2.8233 -1.8535 3.6093
H18 -3.9523 -1.9198 2.3096
C11 3.1594 -2.1879 -0.1368
C12 2.9332 -2.7200 1.2833
O11 3.0082 -1.6772 2.2488
C13 1.9682 -0.9290 2.7099
O12 0.9116 -0.8172 2.0935
C14 2.3045 -0.2114 4.0062
F9 1.1558 -0.0524 4.6817
F10 3.2102 -0.8264 4.6760
F11 2.7588 0.9489 3.6756
H19 3.9719 -1.4616 -0.1177
H20 2.2276 -1.7782 -0.5266
H21 3.4376 -3.0534 -0.7381
H22 3.7160 -3.4397 1.5231
H23 2.0094 -3.2817 1.4220
C15 3.1646 -1.2571 -4.0764
C16 2.1439 -2.4174 -3.8949
O13 1.4036 -2.3327 -5.0710
S3 2.3252 -1.9200 -6.4097
O14 1.5338 -1.2192 -7.4131
O15 3.1794 -3.0105 -6.8429
O16 3.1289 -0.8096 -5.4217
H24 4.2039 -1.5847 -4.0523
H25 2.9310 -0.4427 -3.3908
H26 1.5191 -2.0874 -3.0649
H27 2.7029 -3.3350 -3.7116

Most stable structure - ii; separation to the second - 0.2979 hartree.

--- i ---
The following is a quantum chemistry calculation of 2 unconnected molecules or ions with the total composition C3H9N2O, from OMol25.

Properties
Charge ... +1
E_LUMO ... -3.58 eV
Frontier orbital gap ... 0.379 hartree

Atoms and positions in Å:
C1 1.8408 0.5215 -0.8768
C2 -1.9335 -0.2753 -0.2526
C3 1.7113 -0.9254 -0.4784
N1 -1.2817 0.5150 0.9105
N2 1.2652 0.2893 0.3255
O1 2.0059 1.4993 -1.5513
H1 -1.4209 -0.0114 1.8412
H2 -0.9593 -0.8777 -0.5934
H3 -2.3388 0.3115 -1.0905
H4 -2.5289 -1.0621 0.1247
H5 2.7597 -1.2776 -0.1463
H6 0.8823 -1.5270 -0.9318
H7 -1.6516 1.4599 0.9522
H8 1.9264 0.5895 1.0361
H9 -0.2770 0.7708 0.7309

--- ii ---
The following is a quantum chemistry calculation of a molecular structure, C3H9N2O, from OMol25.

Properties
Charge ... +1
E_LUMO ... -3.82 eV
Frontier orbital gap ... 0.369 hartree

Atoms and positions in Å:
C1 -0.4920 -1.9379 -0.9073
C2 0.5860 -0.7818 -1.1751
C3 1.5113 0.0689 -0.2382
N1 -1.3566 1.2155 1.3369
N2 1.0144 0.9769 0.4740
O1 -0.6128 -2.4558 0.1585
H1 -0.9592 -2.1202 -1.8970
H2 -0.1716 -0.1468 -1.6281
H3 1.3602 -1.2658 -1.8882
H4 2.6090 -0.1139 -0.4286
H5 -1.8421 0.5692 0.7924
H6 -1.6930 2.0889 1.1978
H7 -0.1593 1.2916 0.9071
H8 1.8043 1.5082 0.9513
H9 -1.5987 1.1028 2.3446

--- iii ---
The following is a quantum chemistry calculation of 2 unconnected molecules or ions with the total composition C3H9N2O, from OMol25.

Properties
Charge ... +1
E_LUMO ... -5.01 eV
Frontier orbital gap ... 0.308 hartree

Atoms and positions in Å:
C1 -2.1325 0.6226 0.1449
C2 3.6246 0.0944 -0.2370
C3 -0.6974 0.2888 0.3878
N1 2.4366 -0.1877 0.1638
N2 -2.8860 -0.2850 -0.6096
O1 0.2233 1.0496 0.6079
H1 -2.5329 0.7998 1.1109
H2 -2.0920 1.7440 0.0234
H3 4.2768 -0.7107 -0.4036
H4 3.9426 1.1089 -0.4973
H5 -0.5423 -0.8368 0.3200
H6 2.3181 -1.2098 0.1366
H7 -3.7788 -0.3030 -0.2846
H8 -2.8375 -0.0901 -1.6106
H9 1.4558 0.3265 0.1370

--- iv ---
The following is a quantum chemistry calculation of a gas-phase ion, C3H9N2O (charge +1), from OMol25.

Properties
Charge ... +1
SMILES string ... N[C@H]1[NH2+]CCO1
E_LUMO ... -3.31 eV
Frontier orbital gap ... 0.425 hartree

Atoms and positions in Å:
C1 -0.9338 -0.9735 -0.0934
C2 -0.0762 -0.8334 -1.3689
C3 1.1209 0.5034 0.2281
N1 0.7143 1.7872 0.3550
N2 0.0165 -0.5057 0.9482
O1 0.9393 0.0992 -1.1121
H1 -1.8430 -0.3496 -0.1905
H2 -1.3673 -1.9351 0.0914
H3 0.4386 -1.8182 -1.6888
H4 -0.8246 -0.4979 -2.0992
H5 2.1286 0.2287 0.6558
H6 0.0521 1.9851 -0.3438
H7 0.9396 2.4787 0.9701
H8 -0.4913 0.0741 1.6109
H9 0.4410 -1.2792 1.4860

Most stable structure - iv; separation to the second - 0.0305 hartree.

--- i ---
The following is a quantum chemistry calculation of a gas-phase ion, C3H9N2O (charge +1), from OMol25.

Properties
Charge ... +1
SMILES string ... C[C@](N)([NH3+])C=O
E_LUMO ... -3.75 eV
Frontier orbital gap ... 0.368 hartree

Atoms and positions in Å:
C1 -0.2996 1.7698 -0.0030
C2 0.0502 -0.0919 0.1401
C3 1.4826 -0.4449 0.1874
N1 -0.6753 -0.7681 -1.1453
N2 -0.7558 -0.5612 1.1976
O1 -0.6276 2.5316 -0.8946
H1 -0.1221 2.1388 1.0475
H2 1.7888 -1.5778 0.2375
H3 1.9107 0.1612 0.9648
H4 1.8437 -0.0393 -0.8069
H5 -0.4280 -1.7569 -1.2643
H6 -1.6617 -0.6151 -1.0740
H7 -0.4291 -0.1955 2.0766
H8 -0.3099 -0.1066 -1.7715
H9 -1.7669 -0.4443 1.1081

--- ii ---
The following is a quantum chemistry calculation of 2 unconnected molecules or ions with the total composition C3H9N2O, from OMol25.

Properties
Charge ... +1
E_LUMO ... -4.36 eV
Frontier orbital gap ... 0.331 hartree

Atoms and positions in Å:
C1 2.9957 0.3733 0.7836
C2 -2.1988 0.2530 -0.5095
C3 -2.1193 -0.7529 0.6367
N1 2.5413 -0.2665 -0.2346
N2 -1.1107 0.6830 -1.0577
O1 1.3762 -0.1453 -0.7906
H1 3.9256 0.1554 1.2748
H2 2.3583 1.2091 1.3065
H3 -3.0940 0.5970 -0.8283
H4 -1.6919 -0.3150 1.6083
H5 -1.4942 -1.5933 0.3276
H6 -3.2198 -0.9922 0.8360
H7 3.0014 -1.0287 -0.7043
H8 -0.1542 0.3745 -0.8611
H9 -1.1157 1.4487 -1.7876

Most stable structure - i; separation to the second - 0.0217 hartree.

--- i ---
The following is a quantum chemistry calculation of a gas-phase ion, C3H9N2O (charge +1), from OMol25.

Properties
Charge ... +1
SMILES string ... C[NH2+]CC(N)=O
E_LUMO ... -3.30 eV
Frontier orbital gap ... 0.426 hartree

Atoms and positions in Å:
O1 2.0829 0.1025 0.2578
C1 1.3316 -0.7894 -0.0954
N1 1.6937 -2.0697 -0.2638
C2 -0.1221 -0.3892 -0.3304
N2 -0.3492 0.8000 0.5015
C3 -1.6139 1.5213 0.1596
H1 2.6544 -2.2982 -0.0994
H2 1.0259 -2.6979 -0.6966
H3 -0.2101 -0.1512 -1.3908
H4 -0.8692 -1.1511 -0.1268
H5 0.4971 1.3613 0.3160
H6 -0.3107 0.6853 1.5099
H7 -1.6253 1.7908 -0.8857
H8 -1.7715 2.4477 0.7067
H9 -2.4135 0.8378 0.4374

--- ii ---
The following is a quantum chemistry calculation of 2 unconnected molecules or ions with the total composition C3H9N2O, from OMol25.

Properties
Charge ... +1
E_LUMO ... -3.76 eV
Frontier orbital gap ... 0.369 hartree

Atoms and positions in Å:
C1 0.1033 2.9008 -0.9230
C2 -0.1006 1.8250 -0.1821
C3 0.4028 0.4383 -0.4792
N1 1.4936 0.3499 -1.2685
N2 -1.0564 -2.7862 1.5609
O1 -0.1033 -0.6002 0.0109
H1 -0.3369 3.7578 -0.7123
H2 0.5394 2.8287 -1.9191
H3 -0.6881 1.8178 0.7166
H4 1.5638 -0.5961 -1.5650
H5 2.2027 1.0476 -1.3577
H6 -0.8741 -2.5592 2.5066
H7 -0.6729 -3.7517 1.1395
H8 -2.0383 -2.5669 1.3885
H9 -0.4350 -2.1057 1.0837

--- iii ---
The following is a quantum chemistry calculation of a gas-phase ion, C3H9N2O (charge +1), from OMol25.

Properties
Charge ... +1
SMILES string ... CNC(=O)C[NH3+]
E_LUMO ... -4.07 eV
Frontier orbital gap ... 0.361 hartree

Atoms and positions in Å:
N1 -1.9031 0.9371 -0.5885
C1 -0.4312 0.5459 -0.5075
C2 -0.3541 -0.4253 0.6631
N2 0.8694 -0.7845 1.0527
C3 1.9239 -0.7885 0.0966
O1 -1.2594 -0.6046 1.4502
H1 -2.0868 2.0070 -1.0481
H2 -2.2336 1.0381 0.4575
H3 -2.6056 0.2662 -1.0472
H4 -0.0977 0.0827 -1.4006
H5 0.2493 1.4205 -0.3273
H6 1.0102 -1.2929 1.9812
H7 2.3607 0.1865 -0.0774
H8 1.8219 -1.0196 -1.0468
H9 2.7362 -1.5685 0.3420

Most stable structure - i; separation to the second - 0.0298 hartree.